1.
Computed, not measured: C3H6N2O in the gas phase in a non-equilibrium geometry, with ωB97M-V/def2-TZVPD.

The geometry in XYZ format:
```
12
C3H6N2O (ωB97M-V/def2-TZVPD)
N 1.644 -0.351 0.459
C 0.611 0.133 -0.261
C -0.735 -0.912 -0.939
O -1.554 0.093 -0.364
C -0.569 0.757 0.297
N -0.672 1.599 1.215
H 2.525 0.136 0.477
H 1.396 -0.585 1.404
H 0.747 0.228 -1.351
H -0.985 -1.061 -1.999
H -0.760 -1.840 -0.371
H -1.647 1.803 1.432
```

- Relative energy (zero: lowest compared OMol25 entry of this formula, charge and spin): 73.6 kcal per mole
- HOMO-LUMO gap: 0.36219 Eh
- E: -302.57587 a.u.
- 2S+1: 1
- SMILES: [H]/N=C1\OC[C@@H]1N

***

2.
Computed, not measured: C3H6N2O in the gas phase in a non-equilibrium geometry, with ωB97M-V/def2-TZVPD.

The geometry in XYZ format:
```
12
C3H6N2O (ωB97M-V/def2-TZVPD)
C 1.099 -1.167 -0.069
C -0.864 0.256 -0.417
C -1.141 1.766 0.177
H 2.672 -2.248 -0.161
H 1.168 -1.169 -1.295
H 0.193 0.115 1.455
H -0.605 0.316 -1.550
H -1.825 -0.223 -0.256
H -1.772 2.561 -0.427
N 1.888 -1.905 0.721
N 0.044 -0.360 0.524
O -0.858 2.057 1.300
```

- Relative energy (zero: lowest compared OMol25 entry of this formula, charge and spin): 78.9 kcal per mole
- HOMO-LUMO gap: 0.35904 Eh
- E: -302.56741 a.u.
- 2S+1: 1
- SMILES: [H]/N=C/NCC=O

***

3.
Computed, not measured: a molecular structure, C3H6N2O in a non-equilibrium geometry, with ωB97M-V/def2-TZVPD.

The geometry in XYZ format:
```
12
C3H6N2O (ωB97M-V/def2-TZVPD)
C -0.874 0.189 0.250
N -1.660 1.310 0.254
C 2.383 -0.512 0.093
C -1.006 -0.783 -0.728
O 0.207 0.254 0.982
N 1.486 0.299 -0.228
H -2.649 1.196 0.114
H -1.298 2.107 0.752
H 3.386 -0.286 -0.266
H 2.275 -1.324 0.814
H -0.349 -1.629 -0.707
H -1.900 -0.822 -1.331
```

- Relative energy (zero: lowest compared OMol25 entry of this formula, charge and spin): 113.0 kcal per mole
- HOMO-LUMO gap (alpha / beta): 0.26393 / 0.26381 Eh
- E: -302.51302 a.u.
- 2S+1: 1

***

4.
Computed, not measured: C3H6N2O in the gas phase in a non-equilibrium geometry, with ωB97M-V/def2-TZVPD.

The geometry in XYZ format:
```
12
C3H6N2O (ωB97M-V/def2-TZVPD)
C -0.760 0.097 0.529
C 0.187 -1.030 0.534
C 0.160 1.147 0.393
H -0.957 0.334 -1.522
H -2.305 0.395 -0.388
H -1.239 0.199 1.632
H -0.362 -1.970 0.180
H 0.421 -1.234 1.512
H 0.068 2.166 0.353
N -1.603 -0.132 -0.665
N 1.253 0.705 -0.245
O 1.163 -0.648 -0.517
```

- Relative energy (zero: lowest compared OMol25 entry of this formula, charge and spin): 120.4 kcal per mole
- HOMO-LUMO gap: 0.38468 Eh
- E: -302.50121 a.u.
- 2S+1: 1
- SMILES: N[C@@H]1C=NOC1

***

5.
Computed, not measured: C3H6N2O in the gas phase in a non-equilibrium geometry, with ωB97M-V/def2-TZVPD.

The geometry in XYZ format:
```
12
C3H6N2O (ωB97M-V/def2-TZVPD)
C -1.869 0.361 0.670
C 0.606 0.427 0.836
C -0.275 -0.859 -0.881
H -2.047 -0.163 1.587
H -2.000 1.399 0.787
H -2.585 0.076 -0.090
H 0.529 0.379 1.935
H 1.882 1.135 -0.383
H -1.131 -1.504 -1.228
N -0.529 -0.035 0.154
N 1.705 0.996 0.590
O 0.793 -0.952 -1.446
```

- Relative energy (zero: lowest compared OMol25 entry of this formula, charge and spin): 41.2 kcal per mole
- HOMO-LUMO gap: 0.38994 Eh
- E: -302.62749 a.u.
- 2S+1: 1
- SMILES: [H]/N=C\N(C)C=O

***

6.
Computed, not measured: 2 unconnected molecules or ions with the total composition C3H6N2O in a non-equilibrium geometry, with ωB97M-V/def2-TZVPD.

The geometry in XYZ format:
```
12
C3H6N2O (ωB97M-V/def2-TZVPD)
C 1.995 -0.536 -0.368
C 0.079 0.112 0.300
C -1.332 -0.104 0.969
N 2.031 0.729 -0.065
N 0.851 1.155 0.283
O 0.724 -1.023 -0.096
H -1.177 0.509 -2.001
H 2.684 -1.095 -0.924
H -0.941 0.897 -1.412
H -0.941 -0.469 1.991
H -1.940 -0.955 0.463
H -2.033 0.780 0.859
```

- Relative energy (zero: lowest compared OMol25 entry of this formula, charge and spin): 51.8 kcal per mole
- HOMO-LUMO gap (alpha / beta): 0.24292 / 0.27891 Eh
- E: -302.40747 a.u.
- ⟨S²⟩: 2.01
- 2S+1: 3

***

7.
Computed, not measured: 2 unconnected molecules or ions with the total composition C3H6N2O in a non-equilibrium geometry, with ωB97M-V/def2-TZVPD.

The geometry in XYZ format:
```
12
C3H6N2O (ωB97M-V/def2-TZVPD)
C -0.413 -1.095 -0.082
C 0.160 -0.019 0.521
N 1.239 -0.370 1.273
C 1.396 -1.695 0.973
N 0.329 -2.201 0.281
H -1.499 -1.195 -0.303
H -0.346 0.985 0.632
H 2.126 -2.391 1.391
H -0.014 -3.182 0.209
H -0.421 3.241 -1.881
H -1.469 4.357 -1.697
O -1.087 3.565 -1.317
```

- Relative energy (zero: lowest compared OMol25 entry of this formula, charge and spin): 21.9 kcal per mole
- HOMO-LUMO gap (alpha / beta): 0.35809 / 0.20976 Eh
- E: -302.31689 a.u.
- Charge: +1
- ⟨S²⟩: 0.76
- 2S+1: 2

***

8.
Computed, not measured: a gas-phase ion, C3H6N2O2 (charge -2) in a non-equilibrium geometry, with ωB97M-V/def2-TZVPD.

The geometry in XYZ format:
```
13
C3H6N2O2 (ωB97M-V/def2-TZVPD)
C -0.239 -1.789 0.862
N 0.149 -0.392 0.624
C -0.277 0.132 -0.720
N 0.640 0.976 -1.394
C 0.874 2.140 -0.692
O 0.140 2.454 0.327
O 1.827 2.902 -1.092
H -0.953 -1.891 1.682
H -0.694 -2.259 -0.014
H 0.648 -2.378 1.104
H -0.372 0.168 1.280
H -1.255 0.659 -0.590
H -0.487 -0.722 -1.375
```

- Relative energy (zero: lowest compared OMol25 entry of this formula, charge and spin): 0.0 kcal per mole
- HOMO-LUMO gap: 0.15973 Eh
- E: -377.77760 a.u.
- Charge: -2
- 2S+1: 1
- SMILES: CNCN=C([O-])[O-]

***

What did the first record say?
Computed, not measured: C3H6N2O in the gas phase in a non-equilibrium geometry, with ωB97M-V/def2-TZVPD.

The geometry in XYZ format:
```
12
C3H6N2O (ωB97M-V/def2-TZVPD)
N 1.644 -0.351 0.459
C 0.611 0.133 -0.261
C -0.735 -0.912 -0.939
O -1.554 0.093 -0.364
C -0.569 0.757 0.297
N -0.672 1.599 1.215
H 2.525 0.136 0.477
H 1.396 -0.585 1.404
H 0.747 0.228 -1.351
H -0.985 -1.061 -1.999
H -0.760 -1.840 -0.371
H -1.647 1.803 1.432
```

- Relative energy (zero: lowest compared OMol25 entry of this formula, charge and spin): 73.6 kcal per mole
- HOMO-LUMO gap: 0.36219 Eh
- E: -302.57587 a.u.
- 2S+1: 1
- SMILES: [H]/N=C1\OC[C@@H]1N